Entry a
11
Properties=species:S:1:pos:R:3 method="wB97M-V/def2-TZVPD" homo_ev="-8.03 / -7.80" gap_ev="7.58 / 6.20" lumo_energy_ev="-0.45 / -1.60"
C 2.1598 0.9738 0.0060
C 0.3938 -0.9677 0.1116
C -1.8850 0.0118 -0.0694
N 1.1408 1.6457 0.1199
N -0.4454 -0.0353 -0.0865
P 2.1070 -0.8625 0.1539
H 3.0866 1.3480 -0.3436
H -0.0587 -2.0840 0.2033
H -2.1564 0.5571 -0.8665
H -2.2383 -0.9894 -0.0530
H -2.1042 0.4025 0.8244

Entry b
11
Properties=species:S:1:pos:R:3 method="wB97M-V/def2-TZVPD" homo_ev="-6.51 / -6.82" gap_ev="6.74 / 6.87" lumo_energy_ev="0.23 / 0.05"
C -0.9546 -1.4626 0.0927
C -0.7673 -0.2051 -0.2624
C -1.2061 1.1826 -0.3604
N 0.3075 -0.9965 -0.5656
N 2.2126 -0.3247 0.4549
P 3.4166 0.5218 -0.0026
H -1.3382 -2.2900 0.6246
H -0.9854 1.5627 -1.3575
H -0.6261 1.7726 0.3523
H -2.2668 1.2780 -0.1395
H 2.2076 -1.0389 1.1636

entry a is the most stable structure; the next one sits 119.3 kJ/mol above it.

Entry a
56
Properties=species:S:1:pos:R:3 method="wB97M-V/def2-TZVPD" homo_ev=-9.05 gap_ev=9.36 lumo_energy_ev=0.31
C 2.9056 3.2965 5.2861
C 1.5504 3.1789 4.5982
C 0.8035 4.5168 4.6209
C 0.7006 2.1344 5.3162
O 0.8218 1.9495 6.5141
N -0.2463 1.4676 4.5825
C -0.9531 0.3542 5.1909
C -0.3717 1.5741 3.1555
C 0.6363 0.6929 2.4094
O 1.5720 0.1617 2.9777
N 0.4249 0.5831 1.0751
C 1.2299 -0.2943 0.2316
C 0.2519 -0.7835 -0.8487
C 0.9436 -0.9440 -2.1964
N 0.0756 -1.4945 -3.2209
C -0.5297 -0.7142 -4.1514
O -0.4421 0.5033 -4.1592
C -1.3500 -1.4151 -5.1652
C -2.2124 -0.7481 -6.0805
N -2.8392 -1.5801 -6.8520
O -2.4109 -2.8420 -6.4657
C -1.5303 -2.7310 -5.4612
C -0.9944 -3.9944 -4.9167
C -0.4270 -5.0125 -5.8658
C 0.4949 -4.2574 -4.9614
C -0.8511 0.2765 -0.8745
C -1.8974 0.2355 0.2045
C -0.6934 1.1257 0.3479
H 3.4376 2.3459 5.2624
H 3.5137 4.0491 4.7813
H 2.7769 3.5849 6.3281
H 1.7208 2.8720 3.5662
H -0.1682 4.4599 4.1258
H 0.6329 4.8245 5.6537
H 1.3932 5.2901 4.1265
H -0.7209 0.3401 6.2506
H -2.0309 0.4685 5.0564
H -0.6332 -0.5889 4.7400
H -1.3856 1.2866 2.8687
H -0.2455 2.6040 2.8193
H 2.0536 0.2662 -0.2251
H 1.6627 -1.0861 0.8401
H -0.1702 -1.7493 -0.5533
H 1.2916 0.0264 -2.5518
H 1.8130 -1.5969 -2.0895
H -0.0281 -2.4925 -3.2902
H -2.3687 0.3138 -6.1811
H -1.5372 -4.3815 -4.0616
H -0.6224 -6.0524 -5.6494
H -0.4266 -4.7552 -6.9152
H 1.1163 -3.4898 -5.4024
H 0.9373 -4.7809 -4.1248
H -1.0975 0.7331 -1.8232
H -2.8502 0.7039 -0.0014
H -1.9354 -0.6388 0.8439
H -0.7912 2.2033 0.3153

Entry b
56
Properties=species:S:1:pos:R:3 method="wB97M-V/def2-TZVPD" homo_ev=-9.06 gap_ev=9.50 lumo_energy_ev=0.44
C -5.0426 -3.7397 2.3153
C -4.2440 -2.5199 2.7534
C -3.9059 -2.5857 4.2465
C -5.0478 -1.2513 2.4894
O -6.2643 -1.2708 2.4752
N -4.3548 -0.0698 2.3643
C -5.1070 1.1087 1.9659
C -2.9429 -0.0296 2.0984
C -2.6036 -0.4264 0.6585
O -3.4368 -0.9046 -0.0888
N -1.3126 -0.2336 0.2933
C -0.8641 -0.4465 -1.0798
C 0.2600 0.5841 -1.2860
C 1.4004 0.0021 -2.1131
N 2.4353 0.9731 -2.4187
C 3.5879 1.0718 -1.7078
O 3.8603 0.3339 -0.7768
C 4.5053 2.1508 -2.1757
C 4.4232 3.5408 -1.8957
N 5.4389 4.1988 -2.3679
O 6.2418 3.2456 -2.9712
C 5.6876 2.0334 -2.8401
C 6.4554 0.9112 -3.3875
C 6.6941 -0.3145 -2.5322
C 5.7763 -0.3966 -3.7062
C 0.7000 0.9712 0.1260
C -0.1811 1.9105 0.9042
C -0.3058 0.4215 1.0865
H -5.2706 -3.6927 1.2509
H -4.4711 -4.6487 2.5103
H -5.9854 -3.7919 2.8576
H -3.3199 -2.4959 2.1739
H -3.3269 -1.7220 4.5792
H -4.8257 -2.6148 4.8330
H -3.3330 -3.4874 4.4675
H -6.1116 1.0391 2.3694
H -4.6165 1.9991 2.3610
H -5.1733 1.1839 0.8765
H -2.5798 0.9832 2.2852
H -2.3908 -0.6777 2.7810
H -0.4799 -1.4659 -1.1990
H -1.7047 -0.3276 -1.7603
H -0.1344 1.4622 -1.8069
H 1.8735 -0.8160 -1.5687
H 1.0124 -0.3980 -3.0521
H 2.3015 1.6146 -3.1820
H 3.6503 4.0745 -1.3639
H 7.2621 1.2234 -4.0359
H 7.6684 -0.7758 -2.6054
H 6.2443 -0.3131 -1.5493
H 4.7150 -0.4704 -3.5132
H 6.1115 -0.9148 -4.5932
H 1.7534 0.9257 0.3640
H 0.2731 2.4817 1.7025
H -0.9854 2.4071 0.3747
H -0.0098 -0.0503 2.0140

entry a is the most stable structure; the next one sits 10.3 kJ/mol above it.

Entry a
16
Properties=species:S:1:pos:R:3 method="wB97M-V/def2-TZVPD" homo_ev=-4.34 gap_ev=8.46 lumo_energy_ev=4.13 charge=-1
N 0.6117 0.7799 1.1837
C -0.9637 0.7699 0.9214
O -1.3418 -0.2993 0.2366
H 0.6928 1.0397 2.1274
H 1.3369 1.1908 0.5794
H -1.4067 0.8829 2.0034
H -1.2022 1.7069 0.4002
H -0.5795 -0.3492 -2.5678
H -1.4226 -0.1686 -1.1968
O -1.4722 -0.0251 -2.3075
H 1.4064 0.6800 -2.2385
H 1.5858 -0.3249 -1.1493
O 2.0761 0.3717 -1.7097
H -0.0641 -1.4286 0.8761
H 0.2879 -2.5572 1.8710
O 0.4551 -2.2688 0.9706

Entry b
16
Properties=species:S:1:pos:R:3 method="wB97M-V/def2-TZVPD" homo_ev=-4.46 gap_ev=8.58 lumo_energy_ev=4.12 charge=-1
N 1.3600 1.9633 -0.3668
C 0.1919 1.2848 0.4272
O 0.0067 -0.0680 0.2821
H 1.0188 1.9970 -1.3654
H 2.1309 1.2637 -0.1512
H -0.6939 1.9015 0.0303
H 0.3429 1.5347 1.5422
H 0.4524 -1.5400 -2.6065
H 0.3491 -0.5184 -1.3929
O 0.3812 -0.5937 -2.4357
H -1.4401 -1.1108 -0.3684
H -2.7315 -0.5335 -0.0582
O -2.3428 -1.4206 -0.1558
H 0.1705 -0.8395 1.6399
H 0.2490 -2.1087 2.4819
O 0.5549 -1.2119 2.4972

entry b is the most stable structure; the next one sits 61.4 kJ/mol above it.

Entry a
28
Properties=species:S:1:pos:R:3 method="wB97M-V/def2-TZVPD" homo_ev=-11.27 gap_ev=7.53 lumo_energy_ev=-3.75 charge=+1
C 0.6472 2.0356 0.5082
C -2.2815 0.2200 0.1552
C 0.6885 0.7071 -0.1979
C -1.1222 -0.3670 -0.3127
C 0.2046 -0.5986 0.3794
C 0.0475 -0.8258 1.9407
C 1.0997 -1.7595 -0.1649
N 1.8124 2.6725 0.2800
N -2.3218 1.0110 1.1502
N 0.8320 0.8475 -1.5306
N -1.0243 -0.7306 -1.6764
O -0.2109 2.4397 1.2497
O -3.4237 -0.1230 -0.4882
H 0.9903 -1.2833 2.4397
H -0.5460 -1.7007 1.9950
H -0.2354 0.0528 2.5500
H 1.3925 -1.4407 -1.1953
H 0.6193 -2.7982 -0.0997
H 2.1048 -1.7713 0.3741
H 2.5074 2.2772 -0.2695
H 1.9618 3.6277 0.3979
H -1.4138 1.4562 1.5096
H -3.1124 1.5459 1.4783
H 0.7309 1.6346 -2.0765
H 0.9705 -0.0697 -1.8893
H -1.8860 -0.4157 -2.2190
H -4.0380 -0.5934 0.0507
H -0.8892 -1.7306 -1.9411

Entry b
28
Properties=species:S:1:pos:R:3 method="wB97M-V/def2-TZVPD" homo_ev=-12.90 gap_ev=9.74 lumo_energy_ev=-3.16 charge=+1
C -1.7485 -1.0530 0.0198
C -1.6870 0.2754 -0.5779
C -0.4678 -1.9214 -0.3526
C 0.7826 -1.2633 0.3339
C -0.6087 1.0330 0.1902
C 0.8332 0.2932 0.0201
C -0.6320 2.5246 -0.2772
N -2.6476 -1.2434 0.8615
N -0.9724 0.9818 1.5500
N 1.4518 0.2592 -1.3593
N 1.9910 -1.8194 -0.2785
O -2.2778 0.7520 -1.5152
O 1.8546 0.8639 0.9204
H -0.5790 -3.0030 0.0648
H -0.3917 -2.0066 -1.4410
H 0.5960 -1.5761 1.3994
H 0.2347 3.1082 0.1279
H -1.5121 2.9889 0.0996
H -0.7868 2.6133 -1.4055
H -2.5490 -2.1364 1.4399
H -0.4370 1.6260 2.0265
H -1.8943 1.2272 1.7514
H 0.7238 0.2528 -2.0131
H 2.1755 0.9698 -1.3926
H 2.9075 -1.5250 0.2801
H 1.8841 -1.1668 -1.1934
H 1.9187 -2.9242 -0.3305
H 1.8382 1.8692 1.0515

entry a is the most stable structure; the next one sits 39.6 kJ/mol above it.

Entry a
13
Properties=species:S:1:pos:R:3 method="wB97M-V/def2-TZVPD" homo_ev=-8.92 gap_ev=8.85 lumo_energy_ev=-0.06
S 1.3071 -3.2975 0.2682
S 0.1713 -2.5218 1.8907
H 0.4183 -3.0670 -0.6957
H -0.5835 -1.8317 1.0391
C -0.6978 1.1212 0.0625
O -1.2839 0.4764 -1.0661
C 0.6672 1.6994 -0.3034
H -1.3762 1.9118 0.3203
H -0.5509 0.4309 0.9024
H -0.9834 -0.4360 -1.1265
H 0.5349 2.2629 -1.2324
H 1.0299 2.3772 0.4541
H 1.3470 0.8741 -0.5132

Entry b
13
Properties=species:S:1:pos:R:3 method="wB97M-V/def2-TZVPD" homo_ev=-9.08 gap_ev=9.86 lumo_energy_ev=0.78
S 0.7584 -0.1683 -0.7209
S -0.8462 -0.1007 0.4457
C 2.0966 -0.8371 0.4349
C -1.0556 1.5742 1.1590
H 3.0750 -0.5686 0.0023
H 2.0211 -1.9367 0.4784
H 2.0454 -0.4400 1.4626
H -0.0757 1.9876 1.4515
H -1.7018 1.5356 2.0520
H -1.5165 2.2512 0.4202
O -1.8416 -0.7908 -2.4829
H -1.0927 -0.8062 -1.8448
H -1.8665 -1.7001 -2.8582

entry b is the most stable structure; the next one sits 56.6 kJ/mol above it.

Entry a
23
Properties=species:S:1:pos:R:3 method="wB97M-V/def2-TZVPD" homo_ev="-8.36 / -8.36" gap_ev="7.07 / 7.06" lumo_energy_ev="-1.30 / -1.30"
C 1.9710 1.3441 -0.1081
C -1.0558 0.7497 -0.1722
C -3.3196 -0.2315 0.1605
C -2.3707 0.5020 -0.8145
C 1.2538 0.2039 -0.3468
N 2.6003 2.2892 -0.1349
N 3.0988 -1.9041 0.1927
N -0.0410 0.1190 -0.6712
N 0.3780 1.4371 2.2155
O 1.0373 2.1957 2.8369
O 0.7479 0.3606 1.8814
O 3.1833 -0.8777 -2.0534
O 1.1183 -2.0352 -1.4953
S -1.0089 1.9566 1.0212
S 2.2020 -1.1670 -1.0973
H -3.2020 0.2229 1.1362
H -4.3789 -0.1950 -0.0442
H -2.9287 -1.3598 0.2308
H -2.6606 1.4355 -1.2074
H -2.3434 -0.1461 -1.6737
H 2.6708 -2.8176 0.3636
H 3.3011 -1.3249 1.0032
H -0.2531 -0.7573 -1.2232

Entry b
23
Properties=species:S:1:pos:R:3 method="wB97M-V/def2-TZVPD" homo_ev="-8.83 / -8.83" gap_ev="7.18 / 7.18" lumo_energy_ev="-1.65 / -1.65"
C 1.3532 0.7677 1.8290
C -0.9758 0.9006 -0.0144
C -2.5053 0.0423 -1.7077
C -2.2442 1.1765 -0.5681
C 0.5691 -0.2775 1.4407
N 1.8776 1.6049 2.4270
N 2.9269 -0.5078 -0.1621
N -0.6834 0.0344 0.9554
N 0.8637 -1.6123 1.7728
O 2.0791 -1.8511 2.0890
O -0.0292 -2.4938 1.6920
O 2.0895 0.3499 -2.2771
O 0.6743 -1.1702 -0.9242
S 0.4357 1.8234 -0.6195
S 1.6045 -0.0977 -1.0287
H -1.4630 -0.2353 -2.0248
H -2.9946 -0.7684 -1.2641
H -3.1453 0.4783 -2.4576
H -3.0143 1.1669 0.1106
H -2.5090 2.1624 -1.1190
H 2.7272 -0.9523 0.8695
H 3.7286 0.1256 -0.1247
H -1.3652 -0.6666 1.1062

entry b is the most stable structure; the next one sits 39.4 kJ/mol above it.

Entry a
18
Properties=species:S:1:pos:R:3 method="wB97M-V/def2-TZVPD" homo_ev=-8.62 gap_ev=9.24 lumo_energy_ev=0.62
C -0.2225 -1.7317 -0.4009
C -1.2133 0.5360 -0.8887
C -0.4433 -0.3005 0.0892
O -1.5301 1.7003 -0.6250
O -1.1648 0.1153 -2.1605
O -1.1585 -0.2712 1.3040
H -1.5762 0.7876 -2.7274
H -0.2818 2.3874 0.0031
H -0.5906 -0.6665 1.9795
H -1.1817 -2.2329 -0.5194
H 0.3086 -1.7457 -1.3501
H 0.3635 -2.2736 0.3401
C 0.9583 0.4269 0.2604
C 1.6934 0.2318 1.3833
H 2.7698 0.2851 1.3536
H 1.4918 0.4513 -0.6858
H 0.5351 2.0800 0.2794
H 1.2422 0.2204 2.3653

Entry b
18
Properties=species:S:1:pos:R:3 method="wB97M-V/def2-TZVPD" homo_ev=-8.28 gap_ev=9.03 lumo_energy_ev=0.75
C -2.1332 -0.0240 0.1208
C 2.1365 0.0678 -0.6620
C 2.7685 0.1181 0.7046
C -0.2386 0.4136 0.1252
C 0.2753 -0.4218 -0.6533
O -2.6687 -0.4682 -1.1024
O -2.4868 -0.9642 1.0781
O -2.6418 1.2035 0.4907
H -2.4926 0.2087 -1.7651
H -2.4851 -1.8326 0.6592
H -3.5467 1.0816 0.8272
H -0.0890 1.1620 0.8746
H 0.0449 -1.1761 -1.3804
H 2.2320 0.9944 -1.2276
H 2.5096 -0.7501 -1.2786
H 2.4355 0.9919 1.2672
H 2.5192 -0.7732 1.2829
H 3.8612 0.1688 0.6390

Entry c
18
Properties=species:S:1:pos:R:3 method="wB97M-V/def2-TZVPD" homo_ev=-8.51 gap_ev=9.04 lumo_energy_ev=0.53
C -1.3327 -1.4517 -0.1691
C -1.1026 -1.1427 -1.5481
O -0.7103 -0.0496 0.9165
H -1.4109 0.6172 0.8649
H -2.3430 -1.4043 0.2239
H -0.6809 -2.1572 0.3272
H -0.4261 -1.8323 -2.0481
H -1.9967 -0.9109 -2.1219
H -0.4882 -0.0821 -1.4963
C 0.9218 1.8377 1.2202
C 0.5479 0.7545 0.2243
C 1.6559 -0.3066 0.1280
O 0.1663 1.1578 -0.9628
O 1.6178 -1.4539 0.4920
H 2.5419 0.0925 -0.4074
H 1.8592 2.3032 0.9119
H 0.1461 2.6048 1.2211
H 1.0344 1.4238 2.2240

entry a is the most stable structure; the next one sits 21.3 kJ/mol above it.

Entry a
9
Properties=species:S:1:pos:R:3 method="wB97M-V/def2-TZVPD" homo_ev=-9.44 gap_ev=9.94 lumo_energy_ev=0.50
C -0.6131 0.4854 0.4642
C 0.5548 0.0864 -0.3935
O 0.1338 -1.0598 -1.2577
I 2.0963 -0.4545 1.0968
H -0.9635 -0.3341 1.0998
H -0.4640 1.4207 0.9664
H -1.3757 0.6208 -0.3012
H 1.0142 0.8507 -1.0055
H -0.3829 -1.6156 -0.6693

Entry b
9
Properties=species:S:1:pos:R:3 method="wB97M-V/def2-TZVPD" homo_ev="-7.35 / -8.50" gap_ev="6.64 / 8.88" lumo_energy_ev="-0.71 / 0.38"
C 0.1882 -1.1869 0.9648
C -0.5390 0.5947 -1.2070
O 0.4624 -0.1586 1.7140
I 0.3820 2.3836 -0.4116
H 0.8072 -1.3978 0.1416
H -0.6522 -1.7684 1.2011
H -1.5023 0.7025 -1.5238
H 0.0125 0.1709 -2.0516
H 0.8412 0.6600 1.1726

entry a is the most stable structure; the next one sits 379.5 kJ/mol above it.

Entry a
9
Properties=species:S:1:pos:R:3 method="wB97M-V/def2-TZVPD" homo_ev=-9.23 gap_ev=9.94 lumo_energy_ev=0.71
C 1.2984 -0.8549 -0.4960
C 0.6568 0.3049 -0.4012
O 0.2730 0.9548 0.7362
I -3.2344 -0.3487 0.4035
H -3.1242 1.1890 0.7462
H 1.3825 -1.2505 -1.5627
H 1.4911 -1.4155 0.3657
H 0.5118 1.0084 -1.2697
H 0.7451 0.4124 1.4781

Entry b
9
Properties=species:S:1:pos:R:3 method="wB97M-V/def2-TZVPD" homo_ev=-9.29 gap_ev=10.07 lumo_energy_ev=0.78
C -1.0904 -0.9501 -1.1076
C -0.0293 -0.9709 -0.3225
O 0.6076 0.1319 0.1610
I 1.1514 2.9386 2.4174
H 1.8816 1.6760 1.8199
H -1.5545 -1.8537 -1.4468
H -1.5149 -0.0179 -1.4471
H 0.4201 -1.8772 0.0566
H 0.1284 0.9234 -0.1308

entry b is the most stable structure; the next one sits 38.5 kJ/mol above it.

Entry a
6
Properties=species:S:1:pos:R:3 method="wB97M-V/def2-TZVPD" homo_ev=-8.85 gap_ev=10.12 lumo_energy_ev=1.27
H 1.1529 -0.6606 -0.6366
H 1.0224 0.7982 -0.1691
H -0.9156 0.7974 0.2814
H -1.0956 -0.7737 0.6063
N 0.5896 -0.1032 0.1513
N -0.7537 -0.0581 -0.2333

Entry b
6
Properties=species:S:1:pos:R:3 method="wB97M-V/def2-TZVPD" homo_ev=-9.64 gap_ev=10.87 lumo_energy_ev=1.23
H 1.2333 0.4097 0.4849
H 0.8196 -0.9428 0.5029
H -0.7904 0.8428 -0.9673
H -0.9592 0.6759 0.7901
N 0.6500 -0.2680 -0.0518
N -0.6933 0.1272 -0.0640

entry b is the most stable structure; the next one sits 8.7 kJ/mol above it.

Entry a
7
Properties=species:S:1:pos:R:3 method="wB97M-V/def2-TZVPD" homo_ev=-8.88 gap_ev=7.74 lumo_energy_ev=-1.14
C 1.8746 -0.0535 0.0124
C -2.0062 -0.0297 -0.4718
O 1.7973 -1.1165 -0.5202
Cl 2.7440 0.1252 1.4765
Cl 1.0852 1.4057 -0.6239
Br -3.0075 1.3672 0.0611
Br -2.4873 -1.6983 0.0658

Entry b
7
Properties=species:S:1:pos:R:3 method="wB97M-V/def2-TZVPD" homo_ev=-8.69 gap_ev=7.80 lumo_energy_ev=-0.89
C 1.1860 0.5015 -0.1706
C -3.0695 0.6950 -0.5359
O 0.1097 0.9794 -0.2443
Cl 1.6599 -1.1136 -0.7636
Cl 2.4620 1.2625 0.7480
Br -2.5738 -0.9557 -0.2958
Br -4.5613 1.2695 0.3943

entry a is the most stable structure; the next one sits 8.6 kJ/mol above it.